1.
Below is C18H19F4N3O4S2 in the gas phase in a non-equilibrium geometry, with properties calculated with wB97M-V/def2-TZVPD.

## Properties
E_tot ... -64172.5762 eV
SMILES string ... O=C(C1CCS(=O)(=O)CC1)N1CCN(c2cc(C(F)(F)F)on2)C[C@@H]1c1ccc(F)s1
Molecular weight ... 481.5 g/mol
E_HOMO ... -9.26 eV
Orbital gap ... 9.381 eV

Atoms and positions in Å:
O (0.00, 2.10, -0.32)
C (0.71, 1.39, 0.35)
C (1.88, 2.12, 1.07)
C (1.39, 2.39, 2.51)
C (0.30, 3.47, 2.59)
S (0.80, 5.00, 1.79)
O (1.79, 5.61, 2.69)
O (-0.35, 5.88, 1.59)
C (1.57, 4.54, 0.23)
C (2.48, 3.35, 0.38)
N (0.50, 0.01, 0.36)
C (1.28, -0.89, 1.18)
C (0.40, -1.88, 1.94)
N (-0.56, -2.55, 1.04)
C (-1.08, -3.80, 1.32)
C (-0.77, -4.71, 2.43)
C (-1.42, -5.90, 2.20)
C (-1.46, -7.12, 3.10)
F (-2.66, -7.76, 3.04)
F (-1.21, -6.70, 4.37)
F (-0.50, -8.02, 2.76)
O (-2.11, -5.72, 1.04)
N (-1.95, -4.40, 0.55)
C (-1.25, -1.71, 0.04)
C (-0.38, -0.62, -0.60)
C (0.47, -1.10, -1.79)
C (0.81, -0.30, -2.82)
C (1.64, -0.97, -3.82)
C (1.89, -2.27, -3.54)
F (2.68, -3.06, -4.35)
S (1.15, -2.71, -2.02)
H (2.69, 1.41, 1.18)
H (0.99, 1.46, 2.94)
H (2.28, 2.72, 3.07)
H (0.14, 3.75, 3.62)
H (-0.68, 3.15, 2.17)
H (0.79, 4.34, -0.49)
H (2.16, 5.41, -0.09)
H (2.84, 3.09, -0.60)
H (3.29, 3.67, 1.00)
H (1.98, -1.42, 0.53)
H (1.84, -0.32, 1.93)
H (-0.15, -1.31, 2.67)
H (1.02, -2.62, 2.47)
H (-0.16, -4.43, 3.31)
H (-2.10, -1.20, 0.45)
H (-1.68, -2.31, -0.78)
H (-1.08, 0.09, -0.98)
H (0.50, 0.72, -2.91)
H (2.03, -0.53, -4.76)

These are the natural (NBO) partial charges, in e, on atoms 1 to 5:
1. O -0.64
2. C 0.72
3. C -0.29
4. C -0.40
5. C -0.67

=====

2.
Below is C18H19FeN6O2 as an isolated structure in a non-equilibrium geometry, with properties calculated with wB97M-V/def2-TZVPD.

## Properties
<S²> ... 6.01
E_tot ... -66393.5898 eV
Net charge ... +1
Molecular weight ... 407.2 g/mol
E_HOMO (spin up / spin down) ... -11.02 / -11.02 eV
Orbital gap (spin up / spin down) ... 7.894 / 7.623 eV
2S+1 ... 5

Atoms and positions in Å:
Fe (1.22, -1.73, -0.39)
C (2.76, 2.53, -0.78)
C (2.48, 1.07, -0.87)
N (1.54, 0.47, -0.26)
N (0.69, 1.07, 0.59)
C (0.20, 0.17, 1.44)
O (0.54, -1.06, 1.43)
C (-0.80, 0.64, 2.42)
C (-1.40, -0.30, 3.26)
C (-2.35, 0.11, 4.18)
C (-2.72, 1.44, 4.26)
C (-2.12, 2.38, 3.43)
C (-1.16, 1.98, 2.51)
C (3.36, 0.16, -1.63)
C (4.48, 0.61, -2.32)
C (5.32, -0.31, -2.94)
C (5.02, -1.66, -2.85)
C (3.87, -2.03, -2.17)
N (3.07, -1.15, -1.57)
H (1.99, 3.01, -0.19)
H (2.78, 2.97, -1.77)
H (3.73, 2.72, -0.30)
H (-1.09, -1.33, 3.19)
H (-2.81, -0.62, 4.84)
H (-3.47, 1.75, 4.98)
H (-2.39, 3.42, 3.51)
H (-0.67, 2.70, 1.87)
H (4.70, 1.66, -2.36)
H (6.20, 0.03, -3.46)
H (5.64, -2.41, -3.31)
H (3.59, -3.07, -2.09)
C (-4.55, -0.73, -0.68)
N (-3.17, -1.12, -0.89)
C (-2.73, -2.49, -1.04)
C (-1.24, -2.30, -1.16)
O (-0.36, -3.17, -1.24)
N (-0.94, -0.99, -1.12)
C (-2.08, -0.33, -0.89)
N (-2.11, 0.98, -0.70)
H (-5.19, -1.46, -1.15)
H (-4.75, 0.24, -1.14)
H (-4.79, -0.67, 0.39)
H (-3.17, -2.98, -1.92)
H (-2.97, -3.09, -0.15)
H (-1.22, 1.44, -0.54)
H (-2.96, 1.44, -0.41)

These are the natural (NBO) partial charges, in e, on atoms 1 to 5:
1. Fe 1.59
2. C -0.69
3. C 0.24
4. N -0.34
5. N -0.49

=====

3.
Below is C18H19N3O2S as an isolated structure, with properties calculated with wB97M-V/def2-TZVPD.

## Properties
E_tot ... -38374.3299 eV
Molecular weight ... 341.4 g/mol
E_HOMO ... -8.62 eV
Orbital gap ... 8.571 eV

Atoms and positions in Å:
O (-3.65, -1.51, 2.27)
S (-2.76, -1.01, 1.28)
O (-3.27, -0.84, -0.05)
N (-1.36, -1.90, 1.19)
C (-0.33, -1.18, 1.48)
N (0.92, -1.69, 1.36)
C (2.01, -0.86, 0.89)
H (2.92, -1.14, 1.42)
C (2.17, -1.07, -0.64)
N (0.90, -1.54, -1.13)
C (0.67, -2.91, -0.75)
C (0.98, -3.02, 0.76)
H (1.99, -3.40, 0.93)
H (0.25, -3.66, 1.26)
H (-0.39, -3.14, -0.92)
H (1.29, -3.63, -1.31)
C (0.54, -1.15, -2.48)
C (0.26, 0.33, -2.46)
C (1.07, 1.24, -3.14)
C (0.82, 2.60, -3.04)
C (-0.22, 3.06, -2.26)
C (-1.03, 2.16, -1.59)
C (-0.79, 0.80, -1.69)
H (-1.44, 0.10, -1.18)
H (-1.85, 2.52, -0.98)
H (-0.40, 4.12, -2.18)
H (1.45, 3.29, -3.58)
H (1.88, 0.88, -3.75)
H (-0.37, -1.69, -2.75)
H (1.32, -1.40, -3.22)
H (2.42, -0.12, -1.12)
H (2.99, -1.79, -0.85)
H (1.78, 0.18, 1.07)
C (-0.60, 0.17, 2.03)
C (-1.95, 0.48, 1.89)
C (-2.49, 1.67, 2.32)
C (-1.64, 2.58, 2.93)
C (-0.31, 2.26, 3.15)
C (0.22, 1.06, 2.71)
H (1.24, 0.81, 2.95)
H (0.32, 2.96, 3.67)
H (-2.03, 3.53, 3.27)
H (-3.54, 1.86, 2.19)

These are the natural (NBO) partial charges, in e, on atoms 1 to 5:
1. O -0.92
2. S 2.30
3. O -0.93
4. N -0.77
5. C 0.49

=====

What did the first record say?
Below is C18H19F4N3O4S2 in the gas phase in a non-equilibrium geometry, with properties calculated with wB97M-V/def2-TZVPD.

## Properties
E_tot ... -64172.5762 eV
SMILES string ... O=C(C1CCS(=O)(=O)CC1)N1CCN(c2cc(C(F)(F)F)on2)C[C@@H]1c1ccc(F)s1
Molecular weight ... 481.5 g/mol
E_HOMO ... -9.26 eV
Orbital gap ... 9.381 eV

Atoms and positions in Å:
O (0.00, 2.10, -0.32)
C (0.71, 1.39, 0.35)
C (1.88, 2.12, 1.07)
C (1.39, 2.39, 2.51)
C (0.30, 3.47, 2.59)
S (0.80, 5.00, 1.79)
O (1.79, 5.61, 2.69)
O (-0.35, 5.88, 1.59)
C (1.57, 4.54, 0.23)
C (2.48, 3.35, 0.38)
N (0.50, 0.01, 0.36)
C (1.28, -0.89, 1.18)
C (0.40, -1.88, 1.94)
N (-0.56, -2.55, 1.04)
C (-1.08, -3.80, 1.32)
C (-0.77, -4.71, 2.43)
C (-1.42, -5.90, 2.20)
C (-1.46, -7.12, 3.10)
F (-2.66, -7.76, 3.04)
F (-1.21, -6.70, 4.37)
F (-0.50, -8.02, 2.76)
O (-2.11, -5.72, 1.04)
N (-1.95, -4.40, 0.55)
C (-1.25, -1.71, 0.04)
C (-0.38, -0.62, -0.60)
C (0.47, -1.10, -1.79)
C (0.81, -0.30, -2.82)
C (1.64, -0.97, -3.82)
C (1.89, -2.27, -3.54)
F (2.68, -3.06, -4.35)
S (1.15, -2.71, -2.02)
H (2.69, 1.41, 1.18)
H (0.99, 1.46, 2.94)
H (2.28, 2.72, 3.07)
H (0.14, 3.75, 3.62)
H (-0.68, 3.15, 2.17)
H (0.79, 4.34, -0.49)
H (2.16, 5.41, -0.09)
H (2.84, 3.09, -0.60)
H (3.29, 3.67, 1.00)
H (1.98, -1.42, 0.53)
H (1.84, -0.32, 1.93)
H (-0.15, -1.31, 2.67)
H (1.02, -2.62, 2.47)
H (-0.16, -4.43, 3.31)
H (-2.10, -1.20, 0.45)
H (-1.68, -2.31, -0.78)
H (-1.08, 0.09, -0.98)
H (0.50, 0.72, -2.91)
H (2.03, -0.53, -4.76)

These are the natural (NBO) partial charges, in e, on atoms 1 to 5:
1. O -0.64
2. C 0.72
3. C -0.29
4. C -0.40
5. C -0.67

=====

What did the first record say?
Below is C18H19F4N3O4S2 in the gas phase in a non-equilibrium geometry, with properties calculated with wB97M-V/def2-TZVPD.

## Properties
E_tot ... -64172.5762 eV
SMILES string ... O=C(C1CCS(=O)(=O)CC1)N1CCN(c2cc(C(F)(F)F)on2)C[C@@H]1c1ccc(F)s1
Molecular weight ... 481.5 g/mol
E_HOMO ... -9.26 eV
Orbital gap ... 9.381 eV

Atoms and positions in Å:
O (0.00, 2.10, -0.32)
C (0.71, 1.39, 0.35)
C (1.88, 2.12, 1.07)
C (1.39, 2.39, 2.51)
C (0.30, 3.47, 2.59)
S (0.80, 5.00, 1.79)
O (1.79, 5.61, 2.69)
O (-0.35, 5.88, 1.59)
C (1.57, 4.54, 0.23)
C (2.48, 3.35, 0.38)
N (0.50, 0.01, 0.36)
C (1.28, -0.89, 1.18)
C (0.40, -1.88, 1.94)
N (-0.56, -2.55, 1.04)
C (-1.08, -3.80, 1.32)
C (-0.77, -4.71, 2.43)
C (-1.42, -5.90, 2.20)
C (-1.46, -7.12, 3.10)
F (-2.66, -7.76, 3.04)
F (-1.21, -6.70, 4.37)
F (-0.50, -8.02, 2.76)
O (-2.11, -5.72, 1.04)
N (-1.95, -4.40, 0.55)
C (-1.25, -1.71, 0.04)
C (-0.38, -0.62, -0.60)
C (0.47, -1.10, -1.79)
C (0.81, -0.30, -2.82)
C (1.64, -0.97, -3.82)
C (1.89, -2.27, -3.54)
F (2.68, -3.06, -4.35)
S (1.15, -2.71, -2.02)
H (2.69, 1.41, 1.18)
H (0.99, 1.46, 2.94)
H (2.28, 2.72, 3.07)
H (0.14, 3.75, 3.62)
H (-0.68, 3.15, 2.17)
H (0.79, 4.34, -0.49)
H (2.16, 5.41, -0.09)
H (2.84, 3.09, -0.60)
H (3.29, 3.67, 1.00)
H (1.98, -1.42, 0.53)
H (1.84, -0.32, 1.93)
H (-0.15, -1.31, 2.67)
H (1.02, -2.62, 2.47)
H (-0.16, -4.43, 3.31)
H (-2.10, -1.20, 0.45)
H (-1.68, -2.31, -0.78)
H (-1.08, 0.09, -0.98)
H (0.50, 0.72, -2.91)
H (2.03, -0.53, -4.76)

These are the natural (NBO) partial charges, in e, on atoms 1 to 5:
1. O -0.64
2. C 0.72
3. C -0.29
4. C -0.40
5. C -0.67

=====

Among the records above, which one has the highest molecular weight? C18H19F4N3O4S2